21
Properties=species:S:1:pos:R:3 method="wB97M-V/def2-TZVPD" spin_multiplicity=1 gap_ha=0.30765 charge=+1 total_energy_ha=-324.821306 largest_force_ev_per_a=1.445
N 1.49292 0.58462 1.28587
C 2.75998 0.27828 1.21099
N 3.26445 -0.35890 0.18082
H 0.79188 0.29929 0.61485
H 1.13466 1.03396 2.12041
H 3.44173 0.56912 2.00078
H 4.25283 -0.50899 0.05802
H 2.61599 -0.65874 -0.53749
C -2.94587 0.80912 0.25106
C -1.84742 -0.19617 0.08749
N -1.03329 0.10653 -1.09889
C -0.21838 -0.93631 -1.64513
H -3.46018 0.63443 1.20407
H -3.66005 0.76052 -0.56151
H -2.62291 1.84699 0.37610
H -2.25410 -1.19668 -0.07666
H -1.18954 -0.32934 0.96730
H -0.57766 0.99950 -1.00170
H 0.29247 -0.59690 -2.54506
H 0.58449 -1.33985 -0.97982
H -0.82201 -1.80048 -1.91149